No. 1
Formula: C7H11Br2Cl
Source: the Open Molecules 2025 dataset
Level of theory: ωB97M-V with the def2-TZVPD basis set

Each line ends with the Mulliken charge.
Positions of all 21 atoms, in Å:
C 1.359 0.174 1.596  -0.570
C 0.690 0.609 0.403  -0.003
C 2.106 -0.182 0.451  0.112
C -1.048 -1.296 0.283  -2.857
C -0.284 -0.168 -1.780  -1.707
C -1.643 1.022 0.037  -1.955
C -0.522 0.014 -0.245  2.192
Cl 0.846 2.294 0.012  -0.118
Br 3.664 0.812 -0.147  -0.087
Br 2.323 -1.983 -0.061  -0.106
H 1.675 1.025 2.130  0.350
H 0.764 -0.611 2.062  0.274
H -1.826 -1.586 -0.260  0.753
H -1.330 -1.258 1.267  0.648
H -0.412 -2.085 0.224  0.523
H -1.135 -0.037 -2.329  0.529
H 0.405 0.616 -2.016  0.444
H 0.163 -1.167 -2.145  0.272
H -2.604 0.511 0.204  0.396
H -1.690 1.791 -0.676  0.481
H -1.502 1.503 0.989  0.431

Calculated values
Charge ... 0
Total energy ... -5881.45672 a.u.
HOMO level ... -9.261 eV
Lowest unoccupied orbital energy ... 0.5 eV
Relative energy (zero: lowest compared OMol25 entry of this formula, charge and spin) ... 0.0000 eV

=====

No. 2
Formula: C7H11BrClNO3
Source: the Open Molecules 2025 dataset
Level of theory: ωB97M-V with the def2-TZVPD basis set

Each line ends with the Mulliken charge.
Positions of all 24 atoms, in Å:
C -1.054 1.221 -0.401  0.611
C 1.340 0.030 0.554  0.578
C -1.410 1.806 0.843  -1.237
C -0.974 -1.848 1.288  -1.004
C 0.370 -0.197 -3.272  -0.527
C 0.487 -1.799 1.657  -0.094
C 1.613 1.387 0.532  -0.140
N -0.816 0.758 -1.442  0.439
O 1.528 -0.666 -0.446  -0.735
O 0.841 -0.461 1.749  -0.362
O -0.882 0.218 -2.592  -0.286
Cl 1.517 2.242 2.010  -0.198
Br 2.344 2.194 -0.965  -0.148
H -0.697 2.622 1.070  0.283
H -1.472 1.112 1.691  0.273
H -2.350 2.419 0.939  0.374
H -1.110 -1.258 0.421  0.132
H -1.240 -2.876 1.089  0.375
H -1.652 -1.360 1.939  0.297
H 0.770 0.590 -3.889  0.270
H -0.033 -1.148 -3.592  0.330
H 1.077 -0.590 -2.600  0.269
H 1.143 -2.096 0.729  0.264
H 0.662 -2.301 2.686  0.233

Calculated values
Charge ... 0
Total energy ... -3587.76967 a.u.
HOMO level ... -6.770 eV
Lowest unoccupied orbital energy ... 0.3 eV

=====

For each record above, in turn, the calculated orbital gap values are 0.35979; 0.25867 Eh.